Computed, not measured: C46H113Br6Cl6N8O10V as an isolated structure, with ωB97M-V/def2-TZVPD.

Geometry as XYZ:
```
190
Properties=species:S:1:pos:R:3:mulliken_charge:R:1
O 2.500 -5.848 -0.601 -0.763
V 0.932 -5.871 -0.138 1.683
O 0.414 -7.397 0.049 -0.683
C 1.419 -0.341 -2.937 -1.650
C 1.857 0.009 -1.486 1.424
C 2.358 1.520 -1.469 -1.153
C 1.129 2.451 -1.477 -0.510
C 0.345 2.127 -0.228 -1.772
C -0.269 0.708 -0.219 2.142
N 0.848 -0.221 -0.396 0.428
O 0.691 -1.587 -0.052 -0.586
C -1.448 0.585 -1.256 -1.671
C -0.854 0.573 1.158 -2.083
C 3.201 -0.771 -1.217 -1.784
H 2.237 -0.517 -3.636 0.417
H 0.866 0.483 -3.389 0.295
H 0.674 -1.137 -2.939 0.300
H 3.003 1.708 -2.328 0.433
H 2.837 1.682 -0.504 0.378
H 0.452 2.309 -2.319 0.198
H 1.319 3.516 -1.342 0.397
H -0.453 2.856 -0.091 0.472
H 0.980 2.288 0.644 0.457
H -1.356 -0.383 -1.749 0.281
H -1.542 1.436 -1.930 0.298
H -2.464 0.535 -0.864 0.475
H -0.145 0.373 1.962 0.420
H -1.453 -0.331 1.049 0.438
H -1.428 1.455 1.442 0.426
H 3.149 -1.801 -1.570 0.383
H 3.547 -0.677 -0.188 0.386
H 4.039 -0.452 -1.837 0.431
Br 2.880 6.730 -6.023 -0.148
C 2.206 5.019 -6.617 -0.520
C 3.211 4.461 -7.651 -0.578
Br 2.427 2.793 -8.392 -0.175
H 1.205 5.160 -7.024 0.359
H 2.068 4.357 -5.761 0.295
H 4.107 4.176 -7.099 0.372
H 3.351 5.110 -8.515 0.395
Br 7.438 -5.338 -6.153 -0.157
C 7.873 -3.495 -5.753 -0.574
C 7.017 -2.600 -6.575 -0.591
Br 7.772 -0.721 -6.238 -0.182
H 8.941 -3.388 -5.939 0.382
H 7.571 -3.318 -4.721 0.359
H 5.970 -2.569 -6.272 0.378
H 7.147 -2.741 -7.648 0.385
Br -2.043 6.308 -3.777 -0.141
C -2.037 8.287 -3.644 -0.574
C -1.034 8.669 -2.570 -0.592
Br -0.948 10.643 -2.438 -0.169
H -3.064 8.494 -3.344 0.365
H -1.760 8.631 -4.641 0.382
H -0.060 8.298 -2.890 0.357
H -1.334 8.348 -1.572 0.375
C -6.340 -2.274 1.688 -1.296
C -5.833 -2.838 3.038 0.424
C -6.968 -2.624 4.104 -0.729
O -7.486 -1.269 4.180 -0.357
C -6.559 -0.279 4.653 -0.698
N -5.438 -4.223 2.722 -0.660
H -5.578 -2.419 0.922 0.343
H -6.414 -1.191 1.779 0.329
H -7.281 -2.646 1.283 0.321
H -4.977 -2.239 3.349 0.258
H -6.629 -2.823 5.120 0.345
H -7.715 -3.399 3.935 0.378
H -6.340 -0.358 5.718 0.310
H -7.065 0.672 4.489 0.263
H -5.610 -0.185 4.126 0.271
H -6.286 -4.770 2.684 0.262
H -4.940 -4.600 3.517 0.244
C 5.977 4.406 2.460 -1.362
C 5.054 4.040 3.632 0.562
C 5.309 2.756 4.510 -0.719
O 4.302 2.604 5.541 -0.407
C 3.094 2.083 4.982 -0.667
N 4.899 5.224 4.410 -0.600
H 5.535 3.769 1.693 0.310
H 7.011 4.113 2.638 0.306
H 5.929 5.406 2.029 0.356
H 4.091 3.861 3.153 0.021
H 6.325 2.939 4.860 0.379
H 5.491 1.837 3.953 0.374
H 3.333 1.304 4.258 0.316
H 2.596 2.844 4.381 0.233
H 2.353 1.681 5.672 0.321
H 4.505 4.786 5.231 0.307
H 5.852 5.299 4.736 0.278
C -0.253 9.812 3.240 -1.215
C 0.698 8.855 3.995 0.428
C 0.188 7.394 3.931 -0.662
O -1.120 7.132 4.394 -0.394
C -1.730 5.888 3.979 -0.664
N 2.033 8.903 3.452 -0.713
H -1.300 9.583 3.439 0.327
H -0.192 9.555 2.182 0.246
H -0.155 10.871 3.477 0.316
H 0.721 9.127 5.051 0.300
H 0.873 6.797 4.534 0.313
H 0.288 7.010 2.915 0.361
H -2.519 5.681 4.702 0.256
H -0.922 5.159 3.916 0.253
H -2.012 5.964 2.929 0.302
H 2.073 8.567 2.501 0.277
H 2.621 8.199 3.875 0.263
C -4.143 -5.381 -3.201 -1.507
C -2.720 -5.747 -2.689 0.356
C -1.696 -5.425 -3.859 -0.917
O -0.352 -5.576 -3.384 -0.111
C 0.574 -5.854 -4.389 -0.839
N -2.368 -5.056 -1.439 -0.422
H -4.910 -5.639 -2.470 0.391
H -4.519 -5.905 -4.080 0.397
H -4.272 -4.325 -3.435 0.368
H -2.844 -6.765 -2.320 0.338
H -1.794 -4.383 -4.163 0.359
H -1.994 -6.129 -4.637 0.379
H 0.361 -6.854 -4.766 0.342
H 1.596 -5.792 -4.015 0.214
H 0.507 -5.163 -5.229 0.312
H -2.417 -4.050 -1.522 0.142
H -3.105 -5.248 -0.775 0.258
C -0.629 -6.336 4.979 -1.558
C -0.248 -5.015 4.308 0.426
C -0.395 -3.807 5.267 -0.709
O -1.748 -3.702 5.808 -0.260
C -2.059 -2.591 6.650 -0.796
N 0.999 -5.195 3.688 -0.588
H -0.404 -7.189 4.339 0.414
H -1.678 -6.396 5.268 0.341
H -0.047 -6.528 5.880 0.376
H -0.999 -4.841 3.537 0.253
H -0.187 -2.869 4.752 0.381
H 0.332 -3.900 6.074 0.365
H -1.563 -2.719 7.612 0.320
H -3.129 -2.452 6.804 0.237
H -1.714 -1.619 6.298 0.308
H 1.330 -4.246 3.589 0.248
H 1.570 -5.423 4.490 0.255
C 5.906 -3.770 4.764 -1.421
C 5.987 -5.233 5.233 0.393
C 7.351 -5.305 6.009 -0.896
O 7.514 -6.691 6.367 -0.326
C 8.606 -6.918 7.238 -0.760
N 4.842 -5.499 6.043 -0.638
H 6.809 -3.491 4.220 0.376
H 5.776 -3.019 5.542 0.359
H 5.111 -3.577 4.043 0.319
H 6.181 -5.911 4.402 0.283
H 7.516 -4.628 6.848 0.455
H 8.139 -5.019 5.312 0.401
H 8.313 -6.698 8.264 0.294
H 9.490 -6.368 6.914 0.313
H 8.911 -7.964 7.265 0.251
H 4.879 -4.868 6.831 0.279
H 5.159 -6.359 6.466 0.329
C -7.750 2.172 -8.515 -1.369
C -8.525 1.392 -7.479 0.748
C -8.352 1.799 -6.010 -0.800
O -7.020 1.470 -5.586 -0.279
C -6.861 0.135 -5.142 -0.795
N -9.947 1.566 -7.867 -0.736
H -6.724 2.446 -8.269 0.283
H -8.182 3.156 -8.693 0.328
H -7.615 1.717 -9.497 0.376
H -8.219 0.348 -7.556 0.117
H -9.058 1.307 -5.341 0.358
H -8.620 2.841 -5.839 0.344
H -7.164 -0.651 -5.835 0.294
H -7.418 -0.053 -4.224 0.328
H -5.828 -0.148 -4.940 0.275
H -10.108 1.176 -8.785 0.267
H -10.236 2.532 -7.912 0.261
C -6.221 4.635 -1.216 -0.202
Cl -5.390 5.911 -0.331 -0.141
Cl -6.478 3.233 -0.135 -0.140
H -7.163 5.018 -1.609 0.292
H -5.581 4.264 -2.016 0.191
C 7.822 -5.897 -0.373 -0.045
Cl 8.785 -7.240 -0.848 -0.153
Cl 8.771 -4.492 -0.126 -0.152
H 6.969 -5.764 -1.039 0.262
H 7.463 -6.193 0.612 0.091
C -2.585 1.258 -7.308 -0.096
Cl -2.092 2.649 -8.268 -0.141
Cl -3.162 -0.200 -8.191 -0.171
H -1.788 0.893 -6.661 0.237
H -3.330 1.580 -6.580 0.169
```

DFT total energy	-602992.7815	eV
gap between HOMO and LUMO	2.84	eV
energy relative to the best compared isomer or geometry (same formula, charge and spin)	185.79	kcal/mol